No. 1
A molecular structure, C10H16Br2MnN4OSe. Source: the Open Molecules 2025 dataset; level of theory: ωB97M-V/def2-TZVPD.

Cartesian coordinates (Å):
Mn (0.38146, 0.24039, 0.14777)
Br (2.89064, -0.37133, -1.91911)
C (2.39101, 0.39318, -0.19368)
Br (-0.19362, 1.99569, -1.34855)
H (2.65768, 1.44543, -0.23574)
H (2.97352, -0.11926, 0.56849)
C (-3.61981, 0.05870, 1.87332)
O (-2.20806, 0.04596, 1.55594)
C (-1.75180, -0.00333, 0.36199)
C (-2.75032, -0.12771, -0.73581)
H (-4.08424, 0.93595, 1.42773)
H (-3.65571, 0.11172, 2.95610)
H (-4.08688, -0.85546, 1.51261)
H (-3.45082, 0.71195, -0.70699)
H (-3.31759, -1.05392, -0.60293)
H (-2.26130, -0.12622, -1.70341)
Se (-0.05460, 1.86623, 3.02895)
N (0.74750, 0.47853, 2.12909)
C (0.79593, -0.56950, 3.00836)
C (1.46842, -1.78000, 2.80101)
C (1.39198, -2.78961, 3.74692)
C (0.65663, -2.61002, 4.92211)
C (0.02647, -1.41050, 5.17531)
C (0.09986, -0.36020, 4.24177)
N (-0.45025, 0.85412, 4.45295)
H (2.11393, -1.89924, 1.93726)
H (1.92997, -3.71438, 3.58414)
H (0.60574, -3.40825, 5.65070)
H (-0.51763, -1.24273, 6.09519)
N (-0.61511, -2.54551, -1.00267)
N (0.46625, -1.93135, -0.28431)
H (-0.39690, -3.52283, -1.16635)
H (-0.65617, -2.09947, -1.91161)
H (1.36580, -2.11542, -0.72597)
H (0.47916, -2.32493, 0.65352)

Forces on the atoms, in the same order (eV/Å):
0.17 -0.22 0.17
-0.03 -0.02 0.02
-0.03 0.00 0.01
-0.07 0.36 -0.33
0.00 -0.02 0.03
0.00 0.00 -0.04
-0.02 -0.02 0.08
0.06 -0.02 0.03
-0.06 -0.14 -0.05
0.02 0.02 0.03
-0.01 -0.02 0.02
-0.03 0.01 -0.02
-0.02 0.03 0.02
-0.01 -0.01 -0.01
-0.01 0.01 0.00
0.02 0.00 0.00
-0.06 0.01 -0.02
0.14 0.04 0.08
-0.08 0.01 -0.04
0.06 -0.03 -0.09
0.00 -0.02 0.01
-0.01 -0.01 0.01
-0.01 -0.04 0.05
-0.02 0.01 0.05
-0.03 0.07 -0.07
-0.03 0.01 -0.03
0.00 -0.01 0.00
0.00 -0.01 0.00
0.00 0.00 0.01
0.00 0.04 0.00
0.04 0.03 0.04
0.01 -0.04 -0.03
-0.03 0.06 -0.02
0.06 -0.03 0.02
-0.04 -0.05 0.03

Properties
Multiplicity: 6
Energy relative to the best compared isomer or geometry (same formula, charge and spin): 0.000 eV
Frontier orbital gap (spin up / spin down): 5.25 / 7.55 eV
Calculated total energy: -9385.2648 Ha
Expectation value of S²: 8.9021
Maximum force: 0.49 eV/A


No. 2
A molecular structure, C10H16Cl2MoN2 in a non-equilibrium geometry. Source: the Open Molecules 2025 dataset; level of theory: ωB97M-V/def2-TZVPD.

Cartesian coordinates (Å):
Mo (1.40343, -0.20379, 0.51463)
Cl (0.89357, -2.45617, 0.35145)
Cl (2.02341, 1.79292, 1.52220)
C (3.14937, -0.61892, 0.06372)
H (3.90474, 0.21572, 0.09036)
H (3.63424, -1.41821, -0.50684)
C (-0.68671, 0.90459, -0.62487)
C (0.58694, 0.62814, -1.15668)
H (-0.69140, 1.18038, 0.44234)
C (0.79268, -0.28133, -2.39823)
H (1.24441, 1.51729, -1.21988)
C (-0.31546, -0.00716, -3.42783)
H (1.73907, -0.02323, -2.91461)
H (0.80805, -1.34018, -2.05291)
C (-1.72717, 0.06523, -2.82033)
H (-0.09881, 0.95616, -3.91550)
H (-0.33391, -0.76343, -4.21897)
C (-1.79965, 1.09623, -1.63639)
H (-2.50751, 0.20843, -3.60676)
H (-1.99357, -0.92217, -2.42447)
H (-1.63387, 2.12915, -2.02719)
H (-2.84928, 1.20235, -1.30733)
N (-0.26435, -1.43132, 3.08587)
C (-0.84892, -1.19633, 4.26726)
C (-0.98753, 0.16930, 4.39164)
C (-0.46208, 0.72892, 3.23477)
N (0.06132, -0.26625, 2.43981)
H (-0.07762, -2.35254, 2.69531)
H (-1.11587, -1.96736, 4.96077)
H (-1.40908, 0.68060, 5.22403)
H (-0.43845, 1.77298, 2.97462)

Forces on the atoms, in the same order (eV/Å):
0.36 -0.46 1.61
-0.45 -0.48 0.22
0.00 0.30 0.18
1.73 1.44 -1.62
-0.66 -0.53 0.44
-0.51 -0.49 0.49
-1.60 0.13 -0.10
2.55 -0.42 -1.65
-0.72 0.40 -0.65
-0.63 0.36 -0.41
-0.04 -0.05 0.06
-0.60 0.08 -0.16
-0.26 -0.37 0.72
-0.04 0.70 -0.61
-0.08 -0.05 0.44
-0.04 -0.16 0.08
0.21 0.03 0.05
-0.63 0.36 -0.68
0.64 0.50 0.58
0.19 0.02 0.20
0.18 -0.48 -0.16
0.56 -0.55 0.55
0.25 0.68 0.28
0.08 0.45 -0.29
-0.14 -0.14 -0.05
0.86 -1.81 -0.58
-1.56 0.07 1.34
0.28 0.61 -0.31
-0.06 -0.32 -0.05
-0.24 0.26 0.30
0.37 -0.10 -0.24

Properties
Multiplicity: 3
Energy relative to the best compared isomer or geometry (same formula, charge and spin): 0.993 eV
Frontier orbital gap (spin up / spin down): 6.62 / 7.83 eV
Calculated total energy: -1488.6253 Ha
Expectation value of S²: 2.0517
Maximum force: 3.06 eV/A


No. 3
A molecular structure, C10H16ClRhYb in a non-equilibrium geometry. Source: the Open Molecules 2025 dataset; level of theory: ωB97M-V/def2-TZVPD.

Cartesian coordinates (Å):
Rh (0.82144, -1.99535, -1.65578)
Cl (1.84730, -2.74717, -3.49051)
C (-0.49723, -0.61775, -2.29585)
H (0.13825, 0.20858, -2.66927)
H (-1.42196, -0.35733, -1.70600)
H (-0.78911, -1.19977, -3.18499)
Yb (-0.55856, 0.13423, 0.25855)
C (-1.74583, 0.76882, 2.34778)
C (-3.04094, -0.52695, -0.46124)
C (0.20527, 2.80931, -0.38633)
H (-3.53643, 0.25638, -1.05462)
H (-3.21996, -1.50973, -0.94078)
H (-3.46238, -0.52742, 0.54777)
H (-2.17992, 1.76379, 2.16968)
H (-2.55503, 0.04330, 2.53475)
H (-1.15084, 0.84138, 3.24904)
H (0.08284, 2.38744, -1.44645)
H (1.22349, 3.26561, -0.20144)
C (1.57090, -1.72282, 3.01529)
C (2.23275, -0.72550, 2.27260)
C (2.09373, -0.68745, 0.86538)
C (1.22846, -1.65944, 0.32983)
C (0.38177, -2.49596, 1.05936)
C (0.59899, -2.54776, 2.44857)
H (1.85214, -1.87573, 4.06903)
H (2.82547, 0.03885, 2.77298)
H (2.56648, 0.08642, 0.25197)
H (-0.45217, -3.00145, 0.55785)
H (0.02486, -3.27522, 3.05505)

Forces on the atoms, in the same order (eV/Å):
0.46 -0.49 0.86
0.81 -0.63 -1.13
-0.57 1.11 -0.79
-0.52 0.10 0.26
0.24 0.00 -1.02
-0.46 0.25 0.20
-2.24 2.36 0.23
0.49 -0.64 -0.92
1.12 0.00 0.50
0.31 -2.81 -0.02
0.10 -0.15 0.09
0.04 0.37 0.14
-0.27 -0.07 -0.15
0.00 -0.20 -0.09
0.11 0.24 0.03
0.25 0.06 0.47
0.58 1.19 0.60
-0.99 -0.16 -0.63
0.37 0.04 0.38
-0.16 0.04 -0.59
-0.71 -0.84 1.95
0.26 0.12 -1.64
0.67 0.81 1.59
-0.38 -0.70 -0.16
-0.43 0.37 -0.48
0.04 -0.33 0.06
0.01 -0.44 0.17
0.38 -0.24 0.29
0.48 0.63 -0.21

Properties
Multiplicity: 6
Energy relative to the best compared isomer or geometry (same formula, charge and spin): 1.453 eV
Total charge: -1
Frontier orbital gap (spin up / spin down): 6.29 / 5.76 eV
Calculated total energy: -2119.7780 Ha
Expectation value of S²: 8.7658
Maximum force: 3.27 eV/A


No. 4
A molecular structure, C10H16CrN7O2S5Se5. Source: the Open Molecules 2025 dataset; level of theory: ωB97M-V/def2-TZVPD.

Cartesian coordinates (Å):
Cr (0.80520, 0.83845, -0.89321)
N (1.28360, 0.74097, 2.50941)
N (2.66258, 0.84061, 2.55488)
C (3.35604, 1.21245, 1.46876)
N (4.67575, 1.33157, 1.59122)
N (2.65130, 1.41845, 0.35020)
N (3.28144, 1.80838, -0.77557)
O (2.52337, 1.75432, -1.75510)
O (4.42417, 2.21224, -0.84274)
H (0.85335, 1.38327, 3.15975)
H (0.97546, -0.21467, 2.64430)
H (3.16945, 0.60681, 3.39576)
H (5.13599, 1.06775, 2.44409)
H (5.20625, 1.62595, 0.78570)
Se (-0.29861, 0.76303, -3.08998)
Se (-0.42650, 3.04707, -3.54379)
Se (-1.58149, 3.69931, -1.63725)
Se (0.05878, 3.12069, -0.07601)
C (-3.37523, -0.51820, -2.12928)
N (-3.45221, 0.42931, -1.02406)
C (-4.48813, 1.31699, -0.85048)
C (-4.24755, 1.98924, 0.29334)
N (-3.06549, 1.50327, 0.80353)
C (-2.49038, 1.92220, 2.07003)
C (-2.57380, 0.55708, -0.01543)
Se (-1.05023, -0.50755, 0.25583)
H (-4.28060, -1.12377, -2.13434)
H (-2.50258, -1.14922, -1.98663)
H (-3.26598, 0.02499, -3.06415)
H (-5.28774, 1.40138, -1.56353)
H (-4.79721, 2.77398, 0.78042)
H (-3.10529, 1.55214, 2.89047)
H (-2.42586, 3.00688, 2.09364)
H (-1.48843, 1.51059, 2.13015)
C (0.75126, -4.35652, -2.77879)
S (-0.44839, -3.60984, -1.64870)
C (0.58623, -3.28234, -0.26748)
C (1.53921, -2.33159, -0.19710)
S (2.00835, -1.18908, -1.42454)
S (2.38688, -2.26641, 1.33359)
C (1.45430, -3.43890, 2.20550)
S (1.64952, -3.73798, 3.80766)
S (0.30971, -4.22560, 1.18184)
H (0.19780, -4.61308, -3.68096)
H (1.17794, -5.25905, -2.34752)
H (1.52775, -3.63558, -3.02341)

Forces on the atoms, in the same order (eV/Å):
0.06 0.13 -0.04
-0.03 -0.04 -0.03
0.02 0.17 0.01
0.02 0.00 0.06
0.01 -0.05 -0.04
-0.07 -0.14 0.07
-0.08 0.27 0.02
-0.01 -0.08 0.01
0.04 -0.11 0.00
0.00 -0.01 0.01
0.01 -0.01 0.01
0.00 -0.05 -0.01
0.00 0.02 0.01
0.00 0.01 0.01
0.05 0.00 0.02
0.00 0.00 -0.01
-0.01 0.00 -0.01
-0.01 -0.03 0.00
-0.01 -0.01 0.00
0.02 0.01 -0.03
0.01 0.00 0.00
0.00 0.00 0.00
-0.01 0.01 -0.01
0.02 -0.01 0.00
0.00 0.01 0.02
0.06 -0.03 0.04
0.00 -0.01 0.01
-0.02 0.00 0.00
-0.01 -0.01 0.01
0.00 0.00 0.00
0.00 0.00 0.00
0.00 0.00 0.00
0.00 0.00 0.00
0.00 0.01 0.00
0.00 0.01 0.02
-0.01 0.01 0.02
0.00 -0.02 0.00
0.03 0.04 0.00
-0.02 -0.12 -0.15
-0.07 -0.01 0.01
-0.05 0.03 -0.07
0.05 -0.01 0.05
0.01 0.00 0.02
0.00 0.00 0.00
0.01 0.00 -0.01
0.01 0.01 0.00

Properties
Multiplicity: 4
Energy relative to the best compared isomer or geometry (same formula, charge and spin): 0.000 eV
Frontier orbital gap (spin up / spin down): 6.43 / 6.51 eV
Calculated total energy: -15967.0005 Ha
Expectation value of S²: 3.9072
Maximum force: 0.28 eV/A


No. 5
A gas-phase ion, C10H16N (charge +1) in a non-equilibrium geometry. Source: the Open Molecules 2025 dataset; level of theory: ωB97M-V/def2-TZVPD.

Cartesian coordinates (Å):
C (2.04564, -2.03546, -1.61815)
N (0.76201, -1.86666, -1.42429)
C (-0.48790, -2.66211, -1.36911)
C (-0.24640, -0.95556, -1.19891)
C (-0.69498, 0.30858, -1.78297)
C (-0.53581, 0.09725, -0.31561)
C (-1.73779, -0.38093, 0.46015)
C (0.45867, 0.88402, 0.49611)
C (0.62649, 0.76812, 1.98125)
C (0.24810, 2.18496, 2.12148)
C (0.06755, 2.40267, 0.59913)
H (2.82609, -1.32101, -1.83264)
H (2.54156, -3.04560, -1.47045)
H (-0.56592, -3.24730, -0.44458)
H (-0.96957, -3.01481, -2.22630)
H (-1.79689, 0.27292, -2.17303)
H (0.04587, 0.84643, -2.27505)
H (-1.22165, -0.96645, 1.35259)
H (-2.33594, -1.08646, -0.13071)
H (-2.32866, 0.51395, 0.80590)
H (1.42415, 0.83900, -0.02131)
H (1.60383, 0.47610, 2.27196)
H (-0.02622, 0.02696, 2.52788)
H (-0.75006, 2.26469, 2.53462)
H (0.89626, 2.91265, 2.69934)
H (-0.82937, 2.90190, 0.20739)
H (0.98095, 2.88214, 0.22529)

Forces on the atoms, in the same order (eV/Å):
-0.95 -1.85 0.93
3.50 -1.11 -1.50
1.29 3.81 3.27
0.22 -5.17 -2.44
-3.78 -0.94 -0.36
-0.82 0.46 2.62
0.24 0.15 2.06
-0.37 0.17 -2.72
-0.67 -2.44 1.01
-1.08 3.17 1.39
2.40 -0.03 0.47
-0.67 1.12 0.29
-1.43 0.83 -0.62
-0.10 0.38 -0.40
-0.02 -0.27 -1.55
2.37 0.40 0.47
0.95 1.10 -0.99
-1.73 1.15 -1.59
-0.07 0.45 0.35
0.36 -1.16 -0.01
-0.01 -0.15 0.00
1.10 0.01 0.20
0.43 0.90 -0.61
-0.13 0.05 0.58
-0.59 -0.96 -0.78
0.19 -0.68 0.13
-0.65 0.60 -0.20

Properties
SMILES string: C=[N+]1C[C@]12C[C@]2(C)C1CCC1
Energy relative to the best compared isomer or geometry (same formula, charge and spin): 6.141 eV
Total charge: +1
Frontier orbital gap: 8.57 eV
Calculated total energy: -444.9294 Ha
Maximum force: 5.72 eV/A


No. 6
C10H16N2O7 in the gas phase in a non-equilibrium geometry. Source: the Open Molecules 2025 dataset; level of theory: ωB97M-V/def2-TZVPD.

Cartesian coordinates (Å):
N (-0.79847, -0.61812, -1.66985)
C (-0.86000, 0.93178, -1.45116)
C (-2.11444, 1.52466, -0.55470)
C (-3.53288, 1.24158, -1.08311)
C (-4.09458, -0.22914, -1.37137)
O (-4.50649, -0.51542, -2.48430)
O (-4.03910, -1.08440, -0.24974)
C (0.41174, 1.24167, -0.68968)
O (0.72256, 2.36663, -0.44455)
N (1.24403, 0.14536, -0.53151)
C (2.35032, 0.33548, 0.30529)
C (2.88225, -0.86184, 1.24165)
C (1.99501, -1.09571, 2.46423)
C (0.87246, -1.95457, 2.11789)
O (0.56172, -2.25172, 1.02186)
O (0.29807, -2.61334, 3.18604)
C (3.68279, 1.05731, -0.32326)
O (4.81778, 0.68941, -0.44045)
O (3.32676, 2.24168, -0.91775)
H (-1.48138, -1.05640, -0.98753)
H (-1.17301, -0.80621, -2.69495)
H (-0.74820, 1.44599, -2.46635)
H (-1.83918, 1.19269, 0.53761)
H (-2.01892, 2.54204, -0.43990)
H (-3.79389, 1.88552, -2.03035)
H (-4.39866, 1.47279, -0.24258)
H (-4.16003, -2.07842, -0.55062)
H (0.94248, -0.79000, -0.86147)
H (2.08341, 0.92542, 1.11351)
H (3.95755, -0.62461, 1.34400)
H (3.02236, -1.89809, 0.68359)
H (2.55460, -1.68936, 3.12881)
H (1.59693, -0.40164, 3.20951)
H (-0.30647, -3.26771, 2.60349)
H (2.54289, 2.59669, -0.47231)

Forces on the atoms, in the same order (eV/Å):
-3.23 1.09 -1.90
-0.95 -0.96 -0.15
1.54 -3.85 0.51
-3.39 -0.38 0.95
1.22 0.39 -1.23
0.46 -0.25 2.41
-0.13 -1.38 -2.34
0.18 -3.11 -2.07
0.35 2.28 1.42
-0.66 0.65 -0.14
4.22 -2.08 1.13
0.25 -0.70 -2.89
0.62 0.04 0.26
0.02 -1.35 2.12
-1.16 -0.48 -2.54
-1.68 -1.33 -2.71
-1.50 0.84 -1.53
-0.81 -0.71 0.76
0.85 -0.54 0.77
0.98 0.54 -1.22
0.75 0.34 2.96
-0.40 -0.67 1.39
-1.14 -0.05 -1.91
0.42 2.48 -0.30
0.60 -1.43 1.87
2.35 0.25 -1.80
0.04 3.00 0.54
0.13 1.14 0.36
-0.70 2.17 1.14
-0.69 0.21 1.01
-0.82 2.04 0.93
0.94 -1.08 0.96
0.39 1.19 -0.74
1.55 1.83 2.31
-0.60 -0.12 -0.32

Properties
SMILES string: N[C@@H](CCC(=O)O)C(=O)N[C@@H](CCC(=O)O)C(=O)O
Energy relative to the best compared isomer or geometry (same formula, charge and spin): 2.816 eV
Frontier orbital gap: 9.64 eV
Calculated total energy: -1026.8100 Ha
Maximum force: 4.84 eV/A